{"formula": "C38H31N6O2S2Ta", "method": "ωB97M-V/def2-TZVPD", "symbols": ["H", "H", "H", "C", "H", "C", "C", "C", "N", "N", "H", "N", "H", "C", "C", "C", "H", "H", "C", "H", "C", "H", "C", "C", "C", "H", "H", "C", "H", "H", "C", "O", "C", "C", "H", "C", "C", "H", "H", "H", "C", "C", "C", "N", "S", "C", "C", "N", "Ta", "H", "H", "H", "H", "C", "C", "H", "C", "H", "H", "C", "C", "C", "C", "C", "H", "H", "C", "C", "S", "H", "C", "N", "H", "H", "C", "C", "O", "C", "H", "C"], "coordinates": [[-1.8982, 1.8584, -1.8146], [0.7108, 0.7749, -5.0486], [6.9373, -0.3192, 1.9767], [3.5625, -0.2141, 2.1955], [-0.8019, -0.1892, 3.0323], [-1.7226, 4.7502, -5.2883], [0.1810, -0.2083, 3.4865], [5.5551, -0.3117, 0.3221], [3.2355, -0.2134, 0.8863], [4.4754, -0.2776, 6.2261], [-2.3171, 3.2976, 0.0915], [6.3321, -0.2740, 4.6190], [-4.9603, -2.7723, 2.7858], [4.2076, -0.2715, -0.0220], [-0.5174, -2.7180, 1.1481], [5.1474, -0.2625, 4.0379], [6.3035, -0.3484, -0.4561], [-0.6297, 4.9819, -2.8184], [-4.3939, -2.0119, 2.2642], [-4.7317, -2.8558, 0.3236], [0.3369, -0.2716, 4.8651], [0.2641, -1.1994, -4.2659], [0.7853, 1.9556, -3.2546], [1.6082, -0.2814, 5.3935], [-0.1066, -1.8300, -3.4708], [1.7903, -0.3175, 6.4599], [-0.9526, -3.2745, -4.8167], [-1.4486, -4.3261, -0.3532], [-1.9179, 0.0961, -1.7422], [-2.7115, 0.8581, 2.8486], [-1.0288, -3.5225, -1.4321], [2.7436, 0.1469, -3.0817], [-1.2467, -3.8487, -2.7909], [-2.8650, 2.4751, 0.5563], [-1.1848, 5.6831, -5.4658], [2.4631, -0.2037, 3.1417], [4.0698, -0.2647, 4.9698], [-1.9715, -5.2532, -0.5526], [0.7871, 3.3477, -1.6203], [-0.8142, 1.6122, 1.6777], [-0.3559, -2.3242, -1.1227], [-0.4525, 2.5761, -5.1941], [-0.3611, 4.0488, -3.2980], [1.2095, -0.1683, 2.6394], [6.0798, -0.2863, 6.2037], [-0.7919, -3.0214, -3.7778], [-2.3670, 1.0002, -1.3450], [-0.1167, -1.9304, 0.1650], [0.9599, 0.1445, 0.2313], [-3.4236, 1.0085, -1.6150], [3.9142, -0.2942, -1.0614], [-2.0568, 4.3582, -6.2460], [-0.2890, -2.3900, 2.1528], [-0.8347, 3.7717, -4.5831], [2.7009, -0.2508, 4.5222], [-3.8962, 2.5117, 0.2042], [0.0995, -1.4771, -2.1637], [-2.5939, 4.9924, -4.6795], [-0.7868, 2.3624, -6.2010], [4.8945, -0.2568, 2.6202], [-3.1145, 0.0232, 2.2862], [-3.5495, -1.0757, 0.2087], [5.9051, -0.2944, 1.6519], [-3.8101, -0.9662, 2.9651], [-1.7741, -4.7618, -3.0348], [-0.5371, -0.3026, 5.4998], [-2.2297, 1.1281, 0.1728], [-1.1931, -3.9210, 0.9305], [1.7119, 0.7869, -2.3404], [-3.4837, -1.1403, -0.8693], [-0.8131, 1.0381, 0.7417], [0.7013, -0.3174, -1.6694], [-1.5114, -4.5072, 1.7800], [-2.8710, 2.6393, 1.6333], [0.4321, 3.1441, -2.6208], [-2.9742, -0.0110, 0.8969], [2.1162, 1.4581, -1.0757], [-4.2631, -2.0570, 0.8858], [-3.9177, -0.9054, 4.0408], [0.3680, 1.6709, -4.5478]], "forces_ev_per_a": [[0.1, 0.1, -0.2], [-0.1, 0.0, 0.0], [0.0, 0.0, 0.0], [0.4, -0.1, 0.0], [0.0, 0.0, 0.1], [0.1, 0.0, 0.0], [-0.1, 0.0, -0.1], [0.0, 0.0, 0.0], [-0.7, 0.3, -0.2], [-0.1, 0.0, 0.2], [0.0, 0.0, 0.0], [0.2, 0.0, -0.1], [0.0, 0.0, 0.0], [0.1, -0.1, 0.0], [0.0, 0.2, 0.1], [-0.4, 0.0, 0.4], [0.0, 0.0, 0.0], [0.0, 0.0, 0.0], [0.0, -0.1, 0.0], [0.0, 0.0, 0.0], [0.0, 0.0, 0.0], [0.0, 0.0, 0.0], [0.1, -0.1, 0.3], [0.0, 0.0, -0.1], [0.2, 0.3, 0.3], [0.0, 0.0, 0.0], [0.0, 0.0, 0.0], [0.0, 0.1, 0.1], [0.1, -0.1, -0.1], [0.0, 0.0, 0.0], [0.1, 0.2, 0.1], [-0.1, 0.1, -0.2], [0.0, 0.0, -0.1], [0.1, 0.1, 0.0], [0.0, 0.0, 0.0], [-0.1, 0.0, 0.5], [0.5, 0.0, -0.3], [0.0, 0.0, 0.0], [-0.1, 0.1, 0.0], [0.3, -0.2, 0.1], [-0.2, -0.2, -0.2], [0.0, 0.0, -0.1], [0.0, -0.1, 0.0], [0.0, 0.0, -0.9], [0.1, 0.0, 0.1], [-0.1, -0.2, 0.0], [0.2, 0.0, 0.2], [0.6, 0.8, -0.3], [-1.8, -0.1, 3.3], [0.0, 0.0, 0.0], [0.0, 0.0, 0.0], [0.0, 0.0, 0.0], [-0.1, 0.0, 0.0], [0.0, -0.1, 0.1], [-0.3, 0.0, -0.2], [0.0, 0.0, 0.0], [-0.3, -0.6, -0.4], [0.0, 0.0, 0.0], [0.0, 0.0, 0.0], [-0.2, 0.0, -0.4], [-0.1, 0.0, 0.0], [0.0, 0.0, 0.0], [-0.1, 0.0, 0.1], [0.1, 0.0, 0.0], [0.0, 0.0, 0.0], [0.0, 0.0, 0.0], [-0.3, -0.2, 0.1], [-0.1, -0.1, -0.1], [-0.4, -0.1, -1.4], [0.0, 0.0, 0.0], [2.0, -0.3, -1.0], [0.5, 0.3, -0.3], [0.0, 0.0, 0.0], [0.0, 0.0, 0.0], [0.0, 0.0, 0.1], [0.0, 0.1, -0.1], [-0.5, -0.1, 0.4], [0.0, -0.1, 0.0], [0.0, 0.0, 0.0], [0.2, -0.1, 0.0]], "lowdin_charge": [0.0722, 0.1134, 0.1387, -0.1355, 0.0748, -0.0232, -0.1152, 0.0141, -0.0010, -0.1956, 0.0905, -0.1939, 0.1120, -0.0807, -0.0816, -0.2994, 0.1306, 0.1319, -0.0734, 0.1132, 0.0095, 0.1058, -0.2940, 0.0595, 0.0265, 0.1382, 0.1245, 0.0409, 0.0590, 0.1076, -0.1330, -0.2168, 0.0044, -0.0327, 0.1000, -0.1320, -0.2996, 0.1382, 0.1147, 0.0482, -0.1662, -0.0005, -0.0096, 0.0063, 1.1065, -0.0259, -0.0470, 0.0159, 1.7540, 0.1036, 0.0944, 0.0857, 0.1065, -0.2316, -0.0613, 0.1036, -0.2505, 0.0950, 0.1279, -0.0601, -0.0691, -0.0366, 0.0613, -0.0638, 0.1304, 0.1276, -0.5548, -0.0114, 0.6774, 0.1066, -0.1556, -0.2649, 0.1255, 0.0805, -0.0549, -0.1867, -0.4206, -0.0709, 0.1111, -0.0382], "e_above_lowest_ev": 0.0000, "e_tot_ev": -76155.5615, "charge": 2, "orbital_gap_ev": 6.543}